{
  "formula": "C5H6N4O5",
  "method": "wB97M-V/def2-TZVPD",
  "elements": ["C", "C", "C", "C", "C", "N", "N", "N", "N", "O", "O", "O", "O", "O", "H", "H", "H", "H", "H", "H"],
  "coordinates": [[1.9953, -1.0680, -1.2079], [0.6021, -0.6037, -1.0749], [4.2619, -0.5561, -0.7959], [-1.3142, 0.0215, -0.1461], [-3.5503, 0.5366, 0.5122], [1.8717, -2.3661, -1.3711], [3.0185, -0.2729, -1.0043], [-0.3618, -1.2598, -1.7153], [0.0351, 0.1880, -0.1066], [-1.6238, -0.8784, -1.0554], [-0.3393, -2.0985, -2.5648], [1.1875, -3.1521, -1.9046], [4.6642, -1.7349, -0.4627], [-2.1092, 0.6621, 0.5714], [4.9463, 0.2878, -0.8770], [-3.9063, 0.4751, -0.5171], [-3.9343, 1.4296, 1.0070], [-3.8655, -0.3508, 1.0676], [0.5344, 0.8615, 0.4729], [5.6175, -1.8423, -0.2825]],
  "forces_ev_per_a": [[-1.1, 0.5, -0.5], [0.3, -0.3, -0.1], [0.0, 0.5, 0.1], [1.1, -0.1, -0.2], [-1.7, -0.2, 0.1], [-0.1, -0.8, 0.5], [0.2, 0.4, 0.0], [0.6, 1.2, 0.3], [-0.7, 0.0, 0.1], [-0.8, 0.0, 0.2], [-0.9, 0.5, -0.3], [1.4, -1.2, 0.0], [0.0, -0.5, 0.0], [1.0, 0.1, 0.0], [0.2, -0.3, 0.1], [0.3, 0.1, 0.0], [0.2, -0.1, -0.2], [0.3, 0.1, -0.1], [-0.1, 0.0, -0.1], [-0.1, 0.3, -0.1]],
  "nbo_charge": [0.30, 0.29, 0.56, 0.93, -0.28, 0.24, -0.53, 0.37, -0.53, -0.27, -0.15, 0.02, -0.59, -0.36, 0.22, 0.23, 0.26, 0.24, 0.50, 0.55],
  "smiles": "COC1=[NH+]/C(=C(N=O)\\N=C/O)[N+](=O)O1",
  "e_above_lowest_kj_mol": 0.0,
  "homo_lumo_gap_ev": 7.75,
  "charge": 2
}

=====

{
  "formula": "CH4FOP",
  "method": "wB97M-V/def2-TZVPD",
  "elements": ["C", "O", "F", "P", "H", "H", "H", "H"],
  "coordinates": [[-0.7262, -0.0383, -0.1492], [-1.1837, 1.2338, -0.0232], [2.4521, -0.1031, -0.8954], [1.2030, -0.0838, 0.2587], [-1.3176, -0.5467, -0.9393], [-0.5642, 1.6794, 0.6115], [1.3130, -1.4964, 0.3597], [-1.1763, -0.6449, 0.7773]],
  "forces_ev_per_a": [[-0.3, -2.8, 1.4], [0.7, 2.4, 0.6], [-2.0, 0.4, 0.6], [0.4, -0.9, -0.8], [1.1, 0.4, -0.2], [-1.0, -0.2, -0.7], [-0.4, 0.2, 0.3], [1.6, 0.6, -1.1]],
  "nbo_charge": [-0.36, -0.71, -0.58, 0.85, 0.22, 0.47, -0.07, 0.18],
  "smiles": "OCPF",
  "e_above_lowest_kj_mol": 216.5,
  "homo_lumo_gap_ev": 10.18
}